Here is a 12-piece molecular cluster, C20H64N8O12 overall at a distorted geometry from the Open Molecules 2025 dataset. Energies are from ωB97M-V with the def2-TZVPD basis set.

Computed properties:
- DFT total energy (eV) = -58270.3417
- energy relative to the best compared isomer or geometry (same formula, charge and spin) (kcal per mole) = 30.0
- SMILES = NC(N)=O.NC(N)=O.NC(N)=O.NC(N)=O.CCO.CCO.CCO.CCO.CCO.CCO.CCO.CCO
- E_LUMO (eV) = 0.587
- HOMO-LUMO gap (eV) = 9.77

Atoms and positions in Å:
N -3.50 -0.94 2.44
C -4.55 -1.11 1.67
N -5.51 -1.93 2.29
O -4.78 -0.63 0.58
H -2.77 -0.37 2.02
H -3.15 -1.56 3.19
H -6.18 -2.22 1.64
H -6.00 -1.50 3.07
N -1.77 0.26 -0.80
C -0.74 -0.09 -0.01
N 0.52 0.31 -0.42
O -0.94 -0.82 0.97
H -1.59 0.72 -1.67
H -2.70 -0.11 -0.50
H 0.58 1.04 -1.14
H 1.33 0.15 0.14
N 0.38 1.82 -5.15
C 0.19 2.21 -3.83
N 0.13 3.62 -3.63
O 0.08 1.33 -2.98
H 0.49 2.54 -5.82
H 0.29 0.88 -5.48
H 0.03 3.94 -2.64
H 0.00 4.28 -4.37
N 3.53 -2.77 -2.55
C 2.93 -1.85 -3.32
N 2.47 -0.68 -2.80
O 2.80 -2.07 -4.54
H 4.11 -3.34 -3.12
H 3.84 -2.63 -1.62
H 2.34 -0.59 -1.80
H 1.71 -0.24 -3.33
C -0.72 3.65 1.41
C -0.63 4.39 0.11
O -1.11 3.60 -0.97
H -0.50 4.35 2.29
H 0.02 2.86 1.43
H -1.70 3.35 1.67
H 0.45 4.63 -0.03
H -1.18 5.37 0.23
H -1.71 2.85 -0.68
C 4.19 3.18 -0.10
C 5.67 3.23 -0.01
O 6.09 1.93 0.18
H 3.88 3.41 0.99
H 3.95 2.15 -0.46
H 3.87 3.87 -0.80
H 6.07 3.88 0.82
H 6.03 3.64 -0.98
H 6.91 1.86 -0.29
C -4.36 3.57 -2.26
C -4.34 4.13 -0.85
O -3.62 3.25 0.06
H -3.35 3.55 -2.66
H -4.93 4.17 -2.90
H -4.96 2.70 -2.31
H -5.38 4.22 -0.49
H -3.98 5.09 -0.70
H -4.26 2.62 0.44
C 4.95 -1.89 1.93
C 4.20 -0.91 1.09
O 3.34 -1.52 0.12
H 5.26 -1.38 2.83
H 5.91 -2.26 1.41
H 4.31 -2.75 2.31
H 4.86 -0.22 0.52
H 3.65 -0.31 1.83
H 2.52 -1.92 0.44
C -2.32 -3.87 6.02
C -1.19 -3.32 5.33
O -1.75 -2.65 4.19
H -2.85 -4.33 5.28
H -2.86 -3.08 6.40
H -2.03 -4.60 6.81
H -0.45 -4.03 4.94
H -0.48 -2.54 5.79
H -1.01 -2.19 3.73
C -1.63 -3.96 -0.24
C -0.56 -4.26 0.79
O 0.57 -3.40 0.59
H -2.00 -3.03 0.09
H -2.40 -4.75 -0.27
H -1.18 -3.91 -1.24
H -0.12 -5.28 0.79
H -0.92 -4.04 1.77
H 0.28 -2.52 0.85
C 1.68 1.23 3.59
C 0.31 0.57 3.80
O 0.31 -0.82 3.47
H 2.38 0.56 4.09
H 1.77 2.19 4.08
H 1.85 1.54 2.55
H -0.54 0.96 3.18
H -0.01 0.66 4.85
H 0.07 -0.90 2.59
C -1.78 -2.66 -5.10
C -0.42 -2.14 -4.84
O 0.00 -1.14 -5.79
H -1.90 -3.20 -6.05
H -2.43 -1.82 -5.14
H -2.21 -3.22 -4.28
H 0.28 -2.93 -4.86
H -0.35 -1.69 -3.79
H 0.89 -1.41 -6.11

Here are the Löwdin charges for atoms 1 to 6, given in e: number 1, N, carries 0.19; number 2, C, carries -0.69; number 3, N, carries 0.12; number 4, O, carries 0.02; number 5, H, carries 0.08; number 6, H, carries 0.10